(1)
C15H14AsF5LiO9PS | ωB97M-V/def2-TZVPD

Values from the calculation:
Charge   -2
E_HOMO   -0.0757 hartree

Atoms and positions in Å:
Li -1.135 1.245 0.066
O -4.122 -1.410 1.181
As -2.399 -1.035 1.748
O 0.992 -0.812 2.271
O -2.292 0.573 1.315
C -1.542 -2.233 0.300
C -1.636 -3.540 0.785
C -1.170 -4.648 0.095
C -0.573 -4.470 -1.143
C -0.462 -3.187 -1.655
C -0.935 -2.082 -0.951
S -0.633 -0.490 -1.742
O -0.086 -0.810 -3.047
O -1.887 0.251 -1.739
O 0.337 0.163 -0.836
H -4.275 -0.769 0.472
H -2.095 -3.693 1.760
H -1.273 -5.640 0.524
H -0.195 -5.315 -1.707
H -0.005 -3.016 -2.621
C 3.329 -2.454 3.239
O 3.511 -1.281 2.451
P 2.258 -0.840 1.542
O 2.827 0.505 0.963
C 2.065 1.737 0.997
O 2.280 -1.898 0.368
C 2.837 -1.660 -0.925
H 3.544 -3.342 2.642
H 2.308 -2.505 3.620
H 4.029 -2.393 4.072
H 2.732 2.506 1.385
H 1.199 1.626 1.646
H 1.735 1.973 -0.008
H 2.220 -0.939 -1.459
H 2.826 -2.617 -1.442
H 3.862 -1.291 -0.846
F 0.443 3.245 -2.208
C -0.569 3.937 -1.602
C -1.001 3.577 -0.349
C -2.006 4.371 0.149
F -2.519 4.146 1.393
C -2.569 5.441 -0.530
F -3.563 6.200 -0.002
C -2.095 5.752 -1.790
F -2.610 6.802 -2.474
C -1.078 4.996 -2.338
F -0.612 5.325 -3.570

Charges computed using Mulliken, reported in e:
1. Li 0.81
2. O -0.64
3. As 0.26
4. O -0.67
5. O -0.77
6. C 0.19
7. C -0.64
8. C -0.67
9. C -0.56
10. C -0.53
11. C 0.48
12. S 1.42
13. O -0.82
14. O -0.77
15. O -0.58
16. H 0.27
17. H 0.27
18. H 0.35
19. H 0.34
20. H 0.49
21. C -0.72
22. O -0.42
23. P 1.19
24. O -0.36
25. C -0.68
26. O -0.15
27. C -0.63
28. H 0.24
29. H 0.32
30. H 0.22
31. H 0.32
32. H 0.34
33. H 0.24
34. H 0.22
35. H 0.21
36. H 0.33
37. F -0.35
38. C 0.68
39. C -1.13
40. C 0.83
41. F -0.33
42. C -0.06
43. F -0.34
44. C 0.80
45. F -0.35
46. C -0.29
47. F -0.35

---

(2)
C5H9NO | ωB97M-V/def2-TZVPD

Values from the calculation:
SMILES   C[C@H]1CN(C)C1=O
E_HOMO   -0.3441 hartree

Atoms and positions in Å:
C 2.179 -0.467 0.250
C 1.053 0.446 -0.213
C -0.013 -0.063 -1.234
N -1.024 0.124 -0.149
C -2.409 -0.041 0.282
C -0.111 0.530 0.767
O -0.263 0.802 1.938
H 1.831 -1.497 0.382
H 2.531 -0.114 1.226
H 3.030 -0.470 -0.439
H 1.433 1.442 -0.459
H -0.136 0.579 -2.117
H 0.161 -1.093 -1.580
H -2.490 0.589 1.177
H -3.150 0.298 -0.444
H -2.622 -1.065 0.614

Charges computed using Mulliken, reported in e:
1. C -1.37
2. C 0.36
3. C -0.62
4. N 0.10
5. C -0.84
6. C 0.30
7. O -0.67
8. H 0.36
9. H 0.31
10. H 0.35
11. H 0.29
12. H 0.25
13. H 0.28
14. H 0.30
15. H 0.33
16. H 0.27

---

(3)
CHCl3N2 | ωB97M-V/def2-TZVPD

Values from the calculation:
E_HOMO   -0.3445 hartree

Atoms and positions in Å:
C -0.834 2.183 -0.641
N -1.538 1.330 -0.288
N 1.225 -1.044 -0.085
Cl -2.376 0.056 0.402
Cl 2.589 0.002 0.017
Cl 0.496 -1.721 1.300
H 0.438 -0.805 -0.706

Charges computed using Mulliken, reported in e:
1. C -0.08
2. N -0.03
3. N -0.22
4. Cl 0.11
5. Cl -0.02
6. Cl -0.04
7. H 0.28

---

(4)
C3H3N3O2 | ωB97M-V/def2-TZVPD

Values from the calculation:
SMILES   [H]/N=c1/[nH]cc(N=O)o1
E_HOMO   -0.3308 hartree

Atoms and positions in Å:
H -2.589 0.564 0.871
N -2.595 -0.418 0.569
C -1.339 -0.531 0.295
N -0.720 -1.316 -0.730
C 0.542 -1.009 -0.877
C 0.762 0.012 -0.020
N 1.921 0.713 -0.141
O 1.922 2.073 0.110
O -0.334 0.323 0.882
H -1.249 -2.051 -1.409
H 1.107 -1.358 -1.678

Charges computed using Mulliken, reported in e:
1. H 0.29
2. N -0.67
3. C 0.36
4. N -0.08
5. C -0.15
6. C 0.38
7. N -0.25
8. O -0.35
9. O -0.30
10. H 0.32
11. H 0.45

---

(5)
C22H23N3O5 | ωB97M-V/def2-TZVPD

Values from the calculation:
SMILES   CCOC(=O)C1CCN(C(=O)CN2C(=O)c3cccnc3Oc3ccccc32)CC1
E_HOMO   -0.3261 hartree

Atoms and positions in Å:
C 6.733 1.158 -0.268
C 5.390 0.477 -0.449
O 4.501 0.942 0.570
C 3.455 0.168 0.868
O 3.229 -0.886 0.334
C 2.628 0.789 1.984
C 1.432 -0.092 2.347
C 0.372 -0.086 1.241
N -0.018 1.271 0.929
C -1.212 1.854 1.145
O -1.391 3.052 1.012
C -2.376 0.938 1.523
N -2.600 -0.081 0.507
C -2.903 -1.335 0.945
O -3.005 -1.579 2.136
C -3.093 -2.422 -0.050
C -4.003 -3.433 0.245
C -4.082 -4.544 -0.577
C -3.214 -4.619 -1.653
N -2.339 -3.672 -1.942
C -2.275 -2.605 -1.171
O -1.328 -1.688 -1.523
C -1.850 -0.433 -1.804
C -1.689 0.045 -3.095
C -2.164 1.295 -3.442
C -2.833 2.056 -2.499
C -3.000 1.582 -1.212
C -2.504 0.335 -0.837
C 1.094 2.090 0.490
C 2.147 2.191 1.590
H 6.617 2.237 -0.330
H 7.417 0.829 -1.045
H 7.154 0.909 0.703
H 4.955 0.718 -1.425
H 5.477 -0.612 -0.371
H 3.299 0.875 2.847
H 1.763 -1.119 2.503
H 0.989 0.277 3.273
H -0.479 -0.677 1.570
H 0.785 -0.550 0.339
H -3.262 1.568 1.651
H -2.194 0.423 2.470
H -4.621 -3.333 1.125
H -4.786 -5.336 -0.376
H -3.210 -5.468 -2.323
H -1.171 -0.581 -3.805
H -2.019 1.668 -4.444
H -3.222 3.028 -2.759
H -3.511 2.194 -0.488
H 0.700 3.077 0.241
H 1.525 1.634 -0.408
H 2.988 2.794 1.246
H 1.705 2.677 2.461

Charges computed using Mulliken, reported in e:
1. C -1.20
2. C -0.24
3. O -0.23
4. C 0.24
5. O -0.61
6. C 0.34
7. C -1.36
8. C -0.12
9. N 0.18
10. C 1.11
11. O -0.71
12. C -1.23
13. N 0.29
14. C 0.90
15. O -0.65
16. C 0.34
17. C -0.60
18. C -0.54
19. C -0.49
20. N -0.60
21. C 0.37
22. O -0.37
23. C 0.35
24. C -0.44
25. C -0.57
26. C -0.83
27. C -0.58
28. C 0.40
29. C -0.96
30. C -1.15
31. H 0.31
32. H 0.41
33. H 0.30
34. H 0.29
35. H 0.32
36. H 0.42
37. H 0.32
38. H 0.46
39. H 0.24
40. H 0.16
41. H 0.29
42. H 0.54
43. H 0.46
44. H 0.41
45. H 0.43
46. H 0.50
47. H 0.41
48. H 0.42
49. H 0.42
50. H 0.59
51. H 0.31
52. H 0.55
53. H 0.43

---

(6)
C3H8N3O2 | ωB97M-V/def2-TZVPD

Values from the calculation:
SMILES   [NH2+]=C1N(O)CCN1O
Charge   +1
E_HOMO   -0.5213 hartree

Atoms and positions in Å:
N -0.352 2.145 -0.048
C -0.245 0.881 0.283
N 1.183 0.091 0.516
O 2.190 0.816 -0.170
C 0.919 -1.166 -0.181
C -0.560 -1.391 0.141
N -1.114 -0.065 0.260
O -2.413 0.139 -0.084
H 0.556 2.646 -0.118
H -1.047 2.485 -0.561
H 3.012 0.404 0.120
H 1.522 -2.051 0.280
H 1.022 -0.862 -1.358
H -1.084 -1.795 -0.792
H -0.590 -1.997 1.135
H -2.999 -0.280 0.578

Charges computed using Mulliken, reported in e:
1. N -0.35
2. C 0.38
3. N -0.11
4. O -0.44
5. C -0.50
6. C -0.48
7. N 0.32
8. O -0.41
9. H 0.27
10. H 0.23
11. H 0.37
12. H 0.35
13. H 0.33
14. H 0.31
15. H 0.33
16. H 0.40

---

(7)
C16H12AuN4O4S | ωB97M-V/def2-TZVPD

Values from the calculation:
Charge   +1
E_HOMO (alpha / beta)   -0.4278 / -0.4278 hartree

Atoms and positions in Å:
Au 1.013 0.406 -0.180
O 3.947 2.639 -1.753
C 3.015 2.174 -1.169
O 2.862 0.863 -0.950
C 1.924 3.028 -0.552
C 1.920 4.400 -0.455
C 0.899 5.008 0.277
C -0.056 4.239 0.927
C -0.002 2.862 0.809
N 0.947 2.335 0.041
C -0.875 1.846 1.555
O -1.878 2.232 2.107
O -0.408 0.638 1.532
H 2.715 4.953 -0.935
H 0.873 6.086 0.365
H -0.837 4.661 1.545
C -3.993 -0.108 -0.141
N -2.987 -1.161 -0.029
C -3.148 -2.360 0.638
C -1.976 -3.006 0.600
N -1.077 -2.188 -0.097
C -1.733 -1.046 -0.481
S -1.179 0.256 -1.404
C 0.271 -2.553 -0.286
C 0.574 -3.904 -0.372
C 1.893 -4.309 -0.423
C 2.895 -3.351 -0.403
C 2.531 -2.027 -0.360
N 1.241 -1.628 -0.301
H -4.934 -0.503 0.228
H -4.101 0.187 -1.181
H -3.683 0.749 0.457
H -4.082 -2.639 1.092
H -1.687 -3.938 1.048
H -0.223 -4.629 -0.427
H 2.130 -5.362 -0.485
H 3.942 -3.613 -0.438
H 3.266 -1.236 -0.400

Charges computed using Mulliken, reported in e:
1. Au 0.59
2. O -0.55
3. C 0.04
4. O -0.78
5. C 0.80
6. C -0.59
7. C -0.18
8. C -0.62
9. C 0.77
10. N 0.11
11. C 0.25
12. O -0.62
13. O -0.63
14. H 0.52
15. H 0.46
16. H 0.53
17. C -0.78
18. N 0.16
19. C -0.53
20. C -0.43
21. N 0.38
22. C 0.06
23. S -0.31
24. C 0.98
25. C -0.87
26. C -0.42
27. C -0.73
28. C -0.20
29. N -0.10
30. H 0.32
31. H 0.35
32. H 0.28
33. H 0.45
34. H 0.48
35. H 0.49
36. H 0.44
37. H 0.43
38. H 0.48

---

(8)
C4H9NO | ωB97M-V/def2-TZVPD

Values from the calculation:
SMILES   CN1OC1(C)C
E_HOMO   -0.3412 hartree

Atoms and positions in Å:
C 0.807 -1.870 0.541
N 0.640 -0.991 -0.623
O 1.629 0.166 -0.705
C 0.275 0.381 -0.460
C -0.480 0.958 -1.720
C -0.092 0.817 0.909
H 1.198 -2.847 0.102
H 1.607 -1.381 1.094
H -0.292 -1.828 0.999
H 0.029 0.925 -2.612
H -0.702 1.957 -1.600
H -1.499 0.378 -1.963
H -0.955 0.407 1.221
H -0.236 1.827 0.886
H 0.714 0.687 1.643

Charges computed using Mulliken, reported in e:
1. C -0.73
2. N -0.30
3. O -0.47
4. C 1.57
5. C -1.46
6. C -1.79
7. H 0.27
8. H 0.30
9. H 0.25
10. H 0.42
11. H 0.41
12. H 0.23
13. H 0.47
14. H 0.47
15. H 0.37

---

Sequential energy relative to the best compared isomer or geometry (same formula, charge and spin) output: 0.000; 1.179; 2.221; 6.188; 0.688; 4.577; 0.956; 4.383 eV